1.
# C33H21FN6O6RuSSe

A molecular structure, C33H21FN6O6RuSSe (wB97M-V/def2-TZVPD, the OMol25 dataset).

Values from the calculation:
Relative energy (zero: lowest compared OMol25 entry of this formula, charge and spin) in eV: 0.073
LUMO energy (alpha / beta) in eV: -3.470 / -4.321
Energy in Ha: -5044.4416

Geometry as ORCA input:
```
! wB97M-V def2-TZVPD RIJCOSX def2/J DEFGRID3
* xyz 1 2
Ru 0.448 0.003 -1.464
Se -4.113 5.223 -4.504
N -2.852 4.181 -5.196
C -2.384 3.448 -4.223
C -1.323 2.455 -4.392
C -0.694 2.167 -5.605
C 0.285 1.195 -5.640
C 0.641 0.538 -4.464
N 0.057 0.827 -3.308
C -0.918 1.752 -3.271
C -1.525 1.956 -1.966
N -1.061 1.185 -0.958
C -1.547 1.337 0.268
C -2.555 2.255 0.540
C -3.051 3.035 -0.481
C -2.528 2.888 -1.766
C -2.977 3.663 -2.926
N -3.917 4.567 -2.866
H -0.992 2.705 -6.495
H 0.788 0.941 -6.561
H 1.410 -0.219 -4.446
H -1.112 0.720 1.041
H -2.924 2.350 1.550
H -3.833 3.763 -0.309
C -1.436 -6.161 2.468
C -2.180 -4.880 2.826
C -2.334 -4.662 4.323
C -0.978 -4.461 4.985
C -0.184 -3.400 4.269
C 0.827 -2.724 4.908
C 1.545 -1.727 4.247
F 2.511 -1.097 4.925
C 1.285 -1.375 2.955
C 0.266 -2.062 2.277
C -0.011 -1.737 0.890
O 0.737 -0.868 0.333
C -1.086 -2.400 0.268
C -1.760 -3.372 0.981
N -1.479 -3.718 2.228
C -0.467 -3.065 2.928
C -1.542 -2.198 -1.152
O -2.547 -2.745 -1.542
O -0.775 -1.468 -1.928
H -1.918 -7.015 2.944
H -0.397 -6.123 2.796
H -1.444 -6.324 1.390
H -3.170 -4.902 2.369
H -2.845 -5.524 4.749
H -2.962 -3.785 4.496
H -0.415 -5.398 4.987
H -1.106 -4.174 6.028
H 1.072 -2.950 5.938
H 1.829 -0.580 2.461
H -2.568 -3.900 0.489
O 3.114 0.997 -2.965
C 2.922 1.632 -1.947
N 1.879 1.378 -1.078
S 1.857 2.421 0.217
O 2.054 1.712 1.448
O 0.697 3.269 0.115
C 3.312 3.277 -0.265
C 3.965 4.299 0.395
C 5.117 4.796 -0.200
C 5.588 4.279 -1.406
C 4.918 3.247 -2.049
C 3.769 2.754 -1.456
H 3.600 4.695 1.333
H 5.660 5.596 0.286
H 6.491 4.684 -1.842
H 5.268 2.825 -2.980
*
```

=====

2.
# C4H12N5O2

2 unconnected molecules or ions with the total composition C4H12N5O2 (wB97M-V/def2-TZVPD, the OMol25 dataset).

Values from the calculation:
Relative energy (zero: lowest compared OMol25 entry of this formula, charge and spin) in eV: 0.000
LUMO energy in eV: -2.735
Energy in Ha: -583.7007

Geometry as ORCA input:
```
! wB97M-V def2-TZVPD RIJCOSX def2/J DEFGRID3
* xyz 1 1
C -0.580 1.269 0.157
C 0.757 0.981 -0.134
C -1.472 0.369 0.729
C 2.542 -0.537 0.112
N 1.265 -0.205 0.096
N -2.705 0.756 1.072
N 2.817 -1.843 0.051
N 3.547 0.329 0.278
N -2.965 -0.946 -1.185
O 1.525 1.928 -0.717
O -1.082 -0.852 1.019
H -0.952 2.257 -0.063
H -3.867 -0.628 -1.525
H -3.047 1.656 0.784
H -3.393 0.074 1.350
H 3.752 -2.192 0.167
H 2.049 -2.489 0.008
H 3.358 1.317 0.246
H 4.504 0.026 0.338
H -2.277 -0.618 -1.856
H -2.973 -1.959 -1.262
H 1.021 2.711 -0.976
H -1.822 -1.405 1.309
*
```

=====

3.
# C7H15N

2 unconnected molecules or ions with the total composition C7H15N (wB97M-V/def2-TZVPD, the OMol25 dataset).

Values from the calculation:
Relative energy (zero: lowest compared OMol25 entry of this formula, charge and spin) in eV: 1.552
SMILES string: C/C=C/C.C=NCC
LUMO energy in eV: 1.081
Energy in Ha: -330.4109

Geometry as ORCA input:
```
! wB97M-V def2-TZVPD RIJCOSX def2/J DEFGRID3
* xyz 0 1
C -1.126 3.302 -1.351
C -0.725 1.884 -1.668
C -1.479 0.830 -1.379
C -1.180 -0.578 -1.793
H -0.433 3.755 -0.639
H -1.245 3.866 -2.273
H -2.087 3.319 -0.830
H 0.177 1.768 -2.259
H -2.417 0.983 -0.853
H -0.112 -0.691 -2.001
H -1.709 -0.888 -2.694
H -1.393 -1.274 -0.980
C -0.646 -1.307 2.246
N 0.274 -1.887 1.613
C 1.488 -1.137 1.370
C 2.712 -2.043 1.499
H -0.567 -0.274 2.603
H -1.571 -1.836 2.455
H 1.450 -0.728 0.355
H 1.586 -0.262 2.028
H 3.625 -1.486 1.293
H 2.752 -2.476 2.495
H 2.627 -2.842 0.764
*
```

=====

4.
# C54H52BrCoN2O3

A molecular structure, C54H52BrCoN2O3 (wB97M-V/def2-TZVPD, the OMol25 dataset).

Values from the calculation:
LUMO energy (alpha / beta) in eV: 0.387 / -0.956
Energy in Ha: -6380.9331

Geometry as ORCA input:
```
! wB97M-V def2-TZVPD RIJCOSX def2/J DEFGRID3
* xyz 0 5
Co 0.264 -0.139 0.984
O 1.393 1.226 0.386
C 2.543 1.783 0.897
C 2.611 1.466 2.417
C 2.751 0.009 2.731
C 3.941 -0.477 3.262
C 4.054 -1.813 3.587
C 2.961 -2.640 3.399
C 1.805 -2.101 2.858
C 0.612 -2.980 2.617
C 0.510 -3.456 1.159
O 0.005 -2.282 0.468
C 1.884 -3.832 0.626
C 2.387 -5.099 0.908
C 3.681 -5.439 0.550
C 4.488 -4.510 -0.093
C 3.989 -3.249 -0.381
C 2.691 -2.909 -0.028
C -0.501 -4.546 0.944
C -0.654 -4.865 -0.507
C -1.678 -5.918 -0.788
C -2.471 -6.413 0.192
C -2.352 -5.975 1.531
C -1.348 -5.044 1.877
N 1.706 -0.810 2.510
C 3.772 1.246 0.164
C 3.605 0.638 -1.074
C 4.699 0.164 -1.785
C 5.978 0.277 -1.263
C 6.158 0.884 -0.027
C 5.064 1.368 0.673
C 2.422 3.311 0.756
C 3.444 4.144 0.326
C 3.243 5.517 0.217
C 2.016 6.072 0.533
C 0.982 5.243 0.954
C 1.183 3.879 1.060
H 1.675 1.839 2.841
H 3.424 2.003 2.908
H 4.763 0.207 3.417
H 4.979 -2.204 3.992
H 2.997 -3.691 3.648
H -0.310 -2.448 2.859
H 0.681 -3.851 3.270
H 1.759 -5.824 1.413
H 4.060 -6.428 0.773
H 5.501 -4.770 -0.370
H 4.612 -2.512 -0.871
H 2.322 -1.915 -0.252
H 0.319 -5.204 -0.911
H -1.762 -6.286 -1.801
H -3.201 -7.174 -0.050
H -3.013 -6.364 2.292
H -1.268 -4.733 2.910
H 2.602 0.564 -1.472
H 4.550 -0.292 -2.756
H 6.831 -0.095 -1.816
H 7.152 0.990 0.389
H 5.225 1.866 1.621
H 4.406 3.732 0.054
H 4.052 6.147 -0.128
H 1.859 7.138 0.442
H 0.010 5.660 1.185
H 0.360 3.234 1.341
C -4.823 4.745 2.806
C -4.571 4.632 1.303
C -5.926 4.504 0.597
C -3.876 5.917 0.833
C -3.693 3.431 0.960
C -3.170 2.581 1.918
C -2.367 1.531 1.506
Br -1.629 0.365 2.839
C -2.020 1.252 0.184
O -1.238 0.260 -0.143
C -2.574 2.123 -0.799
C -3.374 3.167 -0.379
C -2.215 1.899 -2.268
C -2.627 0.482 -2.702
C -2.932 2.889 -3.186
C -0.703 2.094 -2.464
H -5.459 5.609 3.007
H -3.895 4.881 3.363
H -5.331 3.862 3.198
H -6.564 5.355 0.843
H -6.439 3.590 0.903
H -5.813 4.474 -0.487
H -4.487 6.791 1.072
H -3.708 5.910 -0.244
H -2.907 6.033 1.321
H -3.369 2.718 2.971
H -3.775 3.833 -1.129
H -3.708 0.351 -2.602
H -2.130 -0.282 -2.110
H -2.374 0.336 -3.756
H -4.017 2.838 -3.079
H -2.692 2.650 -4.224
H -2.616 3.919 -3.005
H -0.127 1.423 -1.832
H -0.415 3.117 -2.214
H -0.445 1.914 -3.510
N -0.594 -2.397 -0.808
C -0.890 -3.558 -1.232
C -1.475 -3.523 -2.605
C -0.672 -3.099 -3.657
C -1.194 -3.016 -4.940
C -2.519 -3.350 -5.170
C -3.325 -3.766 -4.119
C -2.804 -3.857 -2.838
H 0.353 -2.814 -3.459
H -0.567 -2.677 -5.754
H -2.929 -3.279 -6.169
H -4.364 -4.009 -4.298
H -3.435 -4.164 -2.014
*
```

=====

5.
# C16H41BrO8

6 unconnected molecules or ions with the total composition C16H41BrO8 at a distorted geometry (wB97M-V/def2-TZVPD, the OMol25 dataset).

Values from the calculation:
SMILES string: COCCOCCC(=O)Br.CCO.CCO.CCO.CCO.CCO
LUMO energy in eV: -0.192
Energy in Ha: -3809.9235

Geometry as ORCA input:
```
! wB97M-V def2-TZVPD RIJCOSX def2/J DEFGRID3
* xyz 0 1
C 1.573 1.253 0.784
O 1.353 1.819 -0.556
C 0.280 2.827 -0.571
C -1.235 2.213 -0.348
O -1.939 2.963 0.707
C -2.947 2.141 1.397
C -4.208 1.683 0.409
C -4.005 0.208 -0.277
O -3.644 -0.861 0.473
Br -4.354 -0.005 -2.259
H 2.531 1.698 1.338
H 0.676 1.420 1.526
H 1.820 0.097 0.621
H 0.463 3.743 0.155
H 0.279 3.289 -1.672
H -1.864 2.153 -1.360
H -1.135 1.101 0.038
H -3.452 2.844 2.219
H -2.486 1.222 1.996
H -5.151 1.606 1.137
H -4.463 2.549 -0.352
C 2.406 -3.070 -1.885
C 1.775 -3.223 -0.516
O 0.819 -2.195 -0.304
H 2.892 -2.093 -1.977
H 3.149 -3.852 -2.062
H 1.645 -3.122 -2.670
H 2.536 -3.149 0.267
H 1.276 -4.192 -0.421
H 0.143 -2.276 -0.999
C 2.932 3.642 5.439
C 2.240 2.661 4.515
O 3.204 1.968 3.735
H 3.524 4.362 4.864
H 2.202 4.188 6.044
H 3.625 3.122 6.108
H 1.565 3.188 3.834
H 1.657 1.931 5.084
H 3.793 1.497 4.349
C -1.216 -3.217 -4.829
C -1.421 -4.028 -3.566
O -1.665 -3.162 -2.468
H -0.373 -2.528 -4.711
H -1.022 -3.870 -5.684
H -2.099 -2.606 -5.044
H -0.528 -4.620 -3.342
H -2.270 -4.710 -3.671
H -2.464 -2.647 -2.672
C 5.303 -6.679 -3.008
C 3.876 -6.537 -3.494
O 3.642 -5.207 -3.932
H 5.501 -5.983 -2.186
H 5.498 -7.698 -2.663
H 6.010 -6.436 -3.808
H 3.172 -6.760 -2.686
H 3.674 -7.221 -4.325
H 4.266 -5.022 -4.655
C -3.867 5.978 2.246
C -4.558 6.281 3.559
O -4.578 5.119 4.376
H -4.382 5.169 1.718
H -3.847 6.863 1.603
H -2.839 5.644 2.417
H -5.592 6.594 3.385
H -4.041 7.081 4.099
H -3.655 4.854 4.531
*
```

=====

6.
# C22H18N2O3S

C22H18N2O3S in the gas phase at a distorted geometry (wB97M-V/def2-TZVPD, the OMol25 dataset).

Values from the calculation:
Relative energy (zero: lowest compared OMol25 entry of this formula, charge and spin) in eV: 1.870
SMILES string: O=C(c1cc(-n2ccc3ccccc32)c(O)cc1O)N1CCc2sccc2C1
LUMO energy in eV: 0.548
Energy in Ha: -1582.5788

Geometry as ORCA input:
```
! wB97M-V def2-TZVPD RIJCOSX def2/J DEFGRID3
* xyz 0 1
O -3.513 -1.541 -0.378
C -2.493 -0.845 -0.438
C -2.195 0.046 0.734
C -0.922 0.098 1.291
C -0.671 0.964 2.354
N 0.582 1.028 2.909
C 1.422 2.152 2.884
C 2.582 1.844 3.557
C 2.423 0.482 4.064
C 3.227 -0.313 4.862
C 2.824 -1.625 5.126
C 1.656 -2.156 4.632
C 0.808 -1.347 3.879
C 1.203 0.000 3.605
C -1.701 1.695 2.956
O -1.513 2.514 4.036
C -2.983 1.624 2.428
C -3.236 0.764 1.370
O -4.493 0.636 0.911
N -1.687 -1.030 -1.544
C -0.904 0.090 -2.133
C 0.556 -0.355 -2.458
C 0.552 -1.725 -3.140
S 1.889 -2.436 -4.028
C 0.860 -3.840 -4.468
C -0.358 -3.800 -3.898
C -0.574 -2.566 -3.146
C -1.868 -2.242 -2.384
H -0.105 -0.476 0.849
H 1.193 3.129 2.436
H 3.454 2.485 3.648
H 4.169 0.110 5.238
H 3.506 -2.257 5.663
H 1.394 -3.181 4.908
H -0.116 -1.775 3.464
H -0.633 2.329 4.394
H -3.818 2.148 2.961
H -4.509 -0.168 0.315
H -0.860 0.929 -1.445
H -1.448 0.400 -3.002
H 1.147 -0.411 -1.559
H 0.973 0.436 -3.057
H 1.227 -4.747 -5.023
H -1.093 -4.543 -4.057
H -2.147 -3.106 -1.763
H -2.651 -2.095 -3.130
*
```